160
Properties=species:S:1:pos:R:3:lowdin_charge:R:1 method="wB97M-V/def2-TZVPD" largest_force_ev_per_a=0.7 e_lumo_ev=3.375 gap_ev=4.8 e_tot_ev=-148350.576 total_charge=-2
Sn -0.61100 -0.26103 0.31146 0.85
C 0.88108 2.57393 2.82344 -0.24
Si 1.31636 1.55587 1.24635 0.52
C 3.05071 0.81059 1.85182 -0.27
C 3.79780 1.59140 2.75207 -0.14
C 4.96888 1.16214 3.34594 -0.09
C 5.44082 -0.11463 3.09459 -0.10
C 4.73271 -0.93263 2.23883 -0.15
C 3.55875 -0.50113 1.60243 -0.38
P 2.73258 -1.68481 0.45353 1.10
C 2.90203 -3.28591 1.37133 -0.35
C 2.75768 -3.33004 2.75917 -0.12
C 2.66407 -4.53669 3.43696 -0.09
C 2.70515 -5.73611 2.74121 -0.11
C 2.86822 -5.71094 1.36357 -0.09
C 2.96757 -4.50250 0.69071 -0.09
C 4.01149 -1.97220 -0.84955 -0.34
C 5.31458 -1.48152 -0.81955 -0.08
C 6.20846 -1.77670 -1.83978 -0.09
C 5.81267 -2.55365 -2.91845 -0.10
C 4.50432 -3.00902 -2.98536 -0.08
C 3.61351 -2.70787 -1.96710 -0.12
C 1.79395 3.05597 0.09025 -0.31
C 3.05956 3.65642 0.18168 -0.12
C 3.41586 4.77730 -0.54399 -0.10
C 2.49784 5.36273 -1.40172 -0.10
C 1.24223 4.80248 -1.52002 -0.12
C 0.87550 3.65921 -0.79660 -0.40
P -0.86530 3.07388 -0.94432 1.09
C -1.71245 4.44055 -0.04121 -0.34
C -1.03182 5.39161 0.71967 -0.08
C -1.72314 6.36386 1.42969 -0.10
C -3.10713 6.40912 1.38861 -0.11
C -3.79831 5.45432 0.65692 -0.09
C -3.10987 4.46933 -0.03575 -0.12
C -1.19930 3.50665 -2.70780 -0.35
C -2.25786 4.29402 -3.15361 -0.09
C -2.49393 4.46689 -4.51195 -0.10
C -1.68015 3.85312 -5.45071 -0.11
C -0.61756 3.06947 -5.01851 -0.07
C -0.38437 2.90008 -3.66474 -0.08
H 1.42482 3.52142 2.88170 0.01
H 1.07576 1.99928 3.73336 0.02
H -0.18932 2.79999 2.81444 0.02
H 3.43143 2.57860 3.00824 0.08
H 5.50787 1.81920 4.01969 0.10
H 6.34717 -0.47477 3.56735 0.09
H 5.08579 -1.94311 2.06766 0.10
H 2.72075 -2.40672 3.32266 0.09
H 2.54466 -4.53407 4.51398 0.10
H 2.60776 -6.67971 3.26427 0.09
H 2.90486 -6.63772 0.80304 0.10
H 3.10532 -4.51573 -0.38297 0.09
H 5.63767 -0.84616 -0.00615 0.09
H 7.21828 -1.38558 -1.79117 0.09
H 6.51162 -2.78234 -3.71410 0.09
H 4.16241 -3.57440 -3.84262 0.10
H 2.57949 -3.01521 -2.06518 0.09
H 3.80852 3.20609 0.81998 0.08
H 4.41210 5.19431 -0.44266 0.09
H 2.75339 6.25242 -1.96564 0.09
H 0.51445 5.27319 -2.17063 0.11
H 0.04902 5.37594 0.76201 0.09
H -1.17184 7.08566 2.02101 0.09
H -3.64699 7.16978 1.94024 0.09
H -4.88054 5.45168 0.65091 0.10
H -3.66156 3.68229 -0.53881 0.10
H -2.90396 4.79311 -2.44489 0.08
H -3.32843 5.07931 -4.83358 0.09
H -1.87939 3.96895 -6.50949 0.09
H 0.02517 2.56864 -5.73199 0.10
H 0.43815 2.27871 -3.34468 0.07
C 3.10900 1.62951 -2.41762 -0.03
C 2.21961 0.80383 -3.31221 -0.39
C 2.49835 0.75341 -4.67043 -0.11
C 1.59919 0.05765 -5.48071 -0.14
C 0.50728 -0.54796 -4.92344 -0.06
C 0.27284 -0.49831 -3.50063 -0.46
N 1.17380 0.20786 -2.73459 0.12
N -0.75518 -1.08820 -2.90355 -0.07
Si -2.24619 -1.55891 -3.55250 0.32
C -3.09915 -2.74423 -2.36072 -0.19
C -2.27006 -2.52135 -5.21181 -0.21
C -3.38228 -0.09020 -3.83465 -0.18
H 4.14890 1.56919 -2.73711 0.07
H 3.02696 1.30285 -1.38361 0.05
H 2.80831 2.67975 -2.44565 0.06
H 3.37515 1.24470 -5.07380 0.08
H 1.75759 0.01109 -6.55498 0.09
H -0.20080 -1.08352 -5.54022 0.06
H -2.74318 -3.77331 -2.47568 0.00
H -4.17813 -2.73891 -2.54794 0.03
H -2.95331 -2.42138 -1.32657 -0.01
H -1.38219 -3.14965 -5.33471 -0.01
H -2.32337 -1.85042 -6.07525 0.01
H -3.14551 -3.17785 -5.24591 0.01
H -3.53791 0.41906 -2.87905 -0.01
H -4.36040 -0.39731 -4.21986 0.02
H -2.94018 0.62079 -4.53345 0.01
C -4.14713 -3.06470 2.01870 -0.05
C -5.55667 -3.07239 1.43389 -0.65
C -5.65863 -4.15488 0.36320 -0.03
C -6.59025 -3.31031 2.53646 -0.03
O -5.85364 -1.84902 0.78863 -0.17
Si -5.33783 -0.30263 1.12520 -0.16
S -3.59087 0.18482 0.18339 0.23
O -5.38613 -0.26877 2.78304 -0.16
C -5.44710 0.79537 3.71839 -0.65
C -4.55542 1.94861 3.29066 -0.05
C -4.95087 0.21084 5.03745 -0.03
C -6.89703 1.26540 3.85839 -0.03
O -6.59361 0.68182 0.63631 -0.17
C -7.51711 0.54500 -0.42670 -0.66
C -6.82819 0.06672 -1.70385 -0.04
C -8.62492 -0.42860 -0.01815 -0.03
C -8.10675 1.93634 -0.64428 -0.04
H -3.89583 -4.04894 2.42342 0.08
H -4.06066 -2.31590 2.80742 0.08
H -3.43899 -2.79723 1.23399 0.06
H -5.48341 -5.14324 0.79736 0.08
H -4.92282 -3.96949 -0.42123 0.07
H -6.65322 -4.13838 -0.08890 0.08
H -6.35359 -4.21413 3.10476 0.08
H -7.58662 -3.41932 2.10065 0.08
H -6.59399 -2.45255 3.20968 0.07
H -3.54156 1.59314 3.11069 0.06
H -4.54596 2.72414 4.06155 0.08
H -4.92769 2.37642 2.36176 0.07
H -3.93083 -0.15323 4.90534 0.07
H -5.58973 -0.62290 5.34006 0.08
H -4.95900 0.96930 5.82458 0.08
H -7.28724 1.52561 2.87448 0.07
H -6.95068 2.14150 4.51000 0.08
H -7.51747 0.47043 4.28081 0.08
H -6.40617 -0.92869 -1.55580 0.08
H -6.00395 0.73374 -1.95913 0.07
H -7.54264 0.03440 -2.53071 0.08
H -8.18813 -1.40663 0.18195 0.07
H -9.37234 -0.52113 -0.81091 0.08
H -9.11119 -0.07138 0.89277 0.08
H -7.30690 2.63849 -0.88521 0.08
H -8.60306 2.27678 0.26731 0.08
H -8.83173 1.92948 -1.46205 0.08
I 0.05816 -5.54478 -3.13225 0.85
C -0.50899 -4.91555 -1.22071 -0.72
C -1.15116 -5.78033 -0.35248 -0.14
C -1.46209 -5.31287 0.91493 -0.06
C -1.09145 -4.01999 1.25544 -0.15
N -0.48656 -3.19762 0.40711 0.03
C -0.21482 -3.62425 -0.82167 -0.26
H -1.41351 -6.78374 -0.66043 0.09
H -1.98256 -5.94091 1.62597 0.10
H -1.29033 -3.62315 2.24446 0.10
H 0.18543 -2.88018 -1.50719 0.06
C 0.18062 -1.04604 3.56352 -0.11
C -0.88568 -0.37766 2.68758 -0.59
O -1.84821 0.10358 3.25686 -0.10
H -0.08660 -0.97235 4.62271 0.07
H 1.14865 -0.56746 3.38400 0.04
H 0.27533 -2.09718 3.27217 0.04

---

175
Properties=species:S:1:pos:R:3:lowdin_charge:R:1 method="wB97M-V/def2-TZVPD" largest_force_ev_per_a=6.3 e_lumo_ev=-0.088 gap_ev=7.8 e_tot_ev=-93518.898 smiles="CCCCCCCCCCCCCCCCCC[C@H]1OC(=O)O[C@H]1O.c1cc[nH]c1.c1cc[nH]c1.c1cc[nH]c1.c1cc[nH]c1.c1cc[nH]c1.c1cc[nH]c1.c1cc[nH]c1.c1cc[nH]c1.c1cc[nH]c1.c1cc[nH]c1.c1cc[nH]c1"
C 3.79788 0.93522 2.99094 -0.15
C 2.25378 0.44344 2.95695 -0.25
C 1.59193 0.46491 1.49101 -0.22
C 2.11810 1.63778 0.52578 -0.21
C 1.51160 1.41750 -0.98690 -0.18
C 0.27467 2.44808 -1.16327 -0.21
C -0.99620 1.80976 -1.92581 -0.21
C -1.57612 0.50197 -1.20240 -0.22
C -2.74516 -0.17694 -2.10029 -0.21
C -2.74592 -1.80515 -1.99017 -0.21
C -3.15000 -2.17829 -0.48026 -0.21
C -2.32137 -3.38977 0.17247 -0.22
C -0.73095 -3.32992 -0.05620 -0.21
C -0.09021 -4.58290 0.75213 -0.21
C 1.53949 -4.53213 0.74588 -0.18
C 2.15724 -5.28597 -0.56525 -0.18
C 2.72012 -6.74862 -0.21583 -0.21
C 3.84776 -7.29804 -1.22138 -0.12
C 4.98908 -6.23741 -1.60343 -0.21
O 4.74035 -5.30308 -2.71562 0.02
C 5.65012 -4.22110 -2.44411 -0.35
O 6.18895 -3.43490 -3.26561 0.11
O 5.82872 -4.12325 -1.00482 0.03
C 5.83574 -5.49298 -0.46671 -0.27
O 5.40672 -5.53283 0.90072 0.01
H 4.33140 0.74307 3.98275 0.07
H 4.43965 0.45009 2.15969 0.07
H 3.82513 2.07504 2.77180 0.07
H 1.64863 1.06383 3.70909 0.09
H 2.24375 -0.64880 3.32038 0.10
H 1.74848 -0.53855 0.93781 0.10
H 0.45007 0.61207 1.64553 0.12
H 1.80643 2.65269 0.95190 0.11
H 3.26338 1.65409 0.38479 0.09
H 2.33587 1.70777 -1.73284 0.10
H 1.24818 0.32184 -1.17887 0.09
H -0.06668 2.85089 -0.12965 0.11
H 0.69268 3.35053 -1.76208 0.10
H -0.67996 1.59015 -3.01187 0.11
H -1.81154 2.62679 -1.99862 0.11
H -2.02790 0.72730 -0.15645 0.10
H -0.78864 -0.32209 -1.01386 0.09
H -3.78355 0.25125 -1.80649 0.11
H -2.51973 0.13240 -3.19555 0.10
H -1.70124 -2.13790 -2.31256 0.08
H -3.49759 -2.17371 -2.78100 0.11
H -3.17250 -1.23107 0.18886 0.10
H -4.25776 -2.52810 -0.51967 0.11
H -2.70293 -4.43873 -0.11304 0.12
H -2.48414 -3.31035 1.32148 0.10
H -0.55656 -3.57668 -1.17728 0.11
H -0.25621 -2.31731 0.24070 0.11
H -0.43839 -5.53007 0.17901 0.11
H -0.52736 -4.63763 1.80773 0.10
H 1.96841 -5.08415 1.66720 0.11
H 1.89044 -3.43155 0.73020 0.10
H 1.31671 -5.43380 -1.34505 0.12
H 2.92373 -4.56468 -1.01022 0.10
H 3.10671 -6.74089 0.86451 0.10
H 1.86014 -7.52851 -0.23237 0.12
H 3.29978 -7.55062 -2.21352 0.13
H 4.37747 -8.25348 -0.83408 0.13
H 5.79929 -6.91763 -2.08509 0.16
H 6.92045 -5.90412 -0.47097 0.18
H 6.13184 -5.85515 1.47684 0.12
N 6.18910 1.96135 -0.71305 0.00
C 5.67909 2.96181 -1.49737 -0.17
C 5.74685 2.55089 -2.80795 -0.12
C 6.31263 1.25317 -2.81435 -0.11
C 6.57316 0.91333 -1.50774 -0.14
H 6.26836 1.99086 0.29109 0.14
H 5.31448 3.87796 -1.05693 0.10
H 5.42338 3.12199 -3.66608 0.09
H 6.50769 0.63478 -3.67822 0.10
H 6.99843 0.01936 -1.07671 0.11
N -4.18672 2.78065 1.83253 -0.01
C -3.82456 3.41377 0.67365 -0.17
C -3.41159 4.68382 0.99526 -0.10
C -3.52365 4.82056 2.40138 -0.11
C -4.00182 3.62948 2.89185 -0.14
H -4.53455 1.83710 1.89604 0.15
H -3.89309 2.90744 -0.27749 0.10
H -3.06598 5.43123 0.29596 0.10
H -3.28073 5.69348 2.98972 0.09
H -4.22694 3.31414 3.89978 0.11
N -8.34459 3.14825 0.69144 0.00
C -7.00783 3.07180 0.40098 -0.14
C -6.87381 2.43895 -0.81135 -0.11
C -8.17752 2.12745 -1.27158 -0.11
C -9.06472 2.57938 -0.32557 -0.14
H -8.73714 3.55950 1.52307 0.14
H -6.27110 3.47127 1.07984 0.08
H -5.94084 2.22508 -1.31219 0.08
H -8.43797 1.62839 -2.19353 0.09
H -10.14316 2.54437 -0.28760 0.11
N -0.84349 -2.65416 -5.25851 0.00
C 0.46329 -2.40601 -4.93124 -0.15
C 1.22969 -3.42367 -5.44551 -0.11
C 0.35395 -4.31587 -6.11264 -0.11
C -0.91832 -3.81413 -5.98316 -0.14
H -1.62730 -2.07351 -5.00610 0.13
H 0.73397 -1.52978 -4.36090 0.10
H 2.30218 -3.51496 -5.35280 0.09
H 0.62446 -5.22438 -6.63097 0.08
H -1.86791 -4.18197 -6.34204 0.10
N 2.26184 6.92361 -1.53894 0.00
C 1.74968 7.92324 -2.32233 -0.14
C 1.81786 7.51282 -3.63131 -0.11
C 2.38665 6.21519 -3.63768 -0.11
C 2.64781 5.87586 -2.33233 -0.15
H 2.34165 6.95376 -0.53525 0.14
H 1.38356 8.83846 -1.88195 0.10
H 1.49300 8.08303 -4.48927 0.09
H 2.58262 5.59704 -4.50168 0.09
H 3.07461 4.98208 -1.90146 0.09
N 10.03877 4.46863 -2.33178 0.00
C 9.36102 3.28964 -2.17027 -0.13
C 10.25272 2.26028 -2.34950 -0.11
C 11.51680 2.83964 -2.62370 -0.12
C 11.35503 4.20357 -2.60351 -0.15
H 9.63275 5.38763 -2.26098 0.14
H 8.30500 3.28505 -1.94386 0.08
H 10.02101 1.20700 -2.28870 0.09
H 12.44271 2.31664 -2.81412 0.09
H 12.06032 5.00606 -2.75980 0.10
N 0.33695 -7.88234 -9.19173 0.00
C -0.53399 -7.41012 -10.13735 -0.15
C -0.08618 -6.17797 -10.54848 -0.11
C 1.10176 -5.89884 -9.82863 -0.12
C 1.34001 -6.96937 -9.00117 -0.16
H 0.25338 -8.76394 -8.71186 0.14
H -1.39547 -7.98927 -10.43413 0.10
H -0.56065 -5.54806 -11.28662 0.09
H 1.71514 -5.01319 -9.90744 0.09
H 2.13380 -7.15930 -8.29424 0.11
N -7.10528 6.77623 2.99229 0.00
C -6.15131 7.75449 3.06899 -0.15
C -6.51952 8.62967 4.06166 -0.11
C -7.73881 8.15838 4.60838 -0.12
C -8.07472 7.01158 3.93083 -0.15
H -7.09495 6.00307 2.34630 0.13
H -5.29544 7.74431 2.41099 0.10
H -5.97131 9.51066 4.36186 0.09
H -8.30744 8.60785 5.40935 0.09
H -8.91811 6.34533 4.03442 0.10
N 2.99907 1.61383 8.05452 0.00
C 2.24221 1.66539 6.91480 -0.15
C 2.49070 2.86535 6.29369 -0.12
C 3.43750 3.56164 7.08504 -0.11
C 3.73493 2.76408 8.16370 -0.14
H 3.01333 0.84910 8.70995 0.14
H 1.59250 0.84601 6.64581 0.10
H 2.04202 3.20359 5.37096 0.09
H 3.85583 4.53777 6.88739 0.09
H 4.40386 2.91578 8.99749 0.10
N -4.44618 -4.04169 3.78525 0.00
C -4.77214 -3.59436 5.03766 -0.14
C -4.15704 -4.41291 5.95381 -0.11
C -3.42814 -5.38663 5.22670 -0.11
C -3.62327 -5.13044 3.89133 -0.15
H -4.76195 -3.63283 2.92016 0.14
H -5.41331 -2.73579 5.16878 0.08
H -4.22337 -4.32020 7.02801 0.09
H -2.82689 -6.18580 5.63494 0.09
H -3.24932 -5.62874 3.00936 0.10
N -6.61028 -0.26082 5.90529 -0.01
C -6.83429 -0.52793 7.22980 -0.14
C -8.10007 -0.09511 7.54118 -0.11
C -8.66318 0.44800 6.35985 -0.11
C -7.72263 0.32970 5.36607 -0.15
H -5.76043 -0.46717 5.40537 0.13
H -6.07501 -1.00027 7.83487 0.11
H -8.56931 -0.16312 8.51166 0.09
H -9.64813 0.87742 6.24873 0.09
H -7.74798 0.61497 4.32486 0.10